Entry 1:
The following is a DFT calculation (ωB97M-V with the def2-TZVPD basis set) of a molecular structure, C37H39N4PtS2Si in a non-equilibrium geometry.

- E_LUMO (eV) = -3.28
- 2S+1 = 1
- max |F| (eV Å⁻¹) = 1.50
- gap between HOMO and LUMO (eV) = 7.02
- charge = +1

Geometry as XYZ:
```
84
C37H39N4PtS2Si ωB97M-V with the def2-TZVPD basis set
Pt -1.53088 -0.80613 0.09495
C 5.27959 3.18809 0.70910
C 3.75992 3.35076 0.84683
C 3.44496 4.72440 1.45627
C 3.13284 3.28398 -0.54554
C 3.21903 2.26291 1.76947
C 3.65005 2.19054 3.09914
C 3.12447 1.27379 3.98421
C 2.14904 0.35652 3.58074
S 1.48935 -0.53455 4.98277
C 0.49554 -1.59242 2.15501
N 0.75434 -0.45025 1.73237
C 1.76854 0.36836 2.23637
C 2.27619 1.33673 1.36652
C 0.32433 -3.82784 2.74530
C 0.56656 -5.15201 3.05904
C -0.36492 -6.10515 2.65730
C -1.52357 -5.73489 1.98415
C -1.77465 -4.40230 1.67053
C -0.82014 -3.48461 2.04375
H 5.68405 3.97675 0.07218
H 5.52938 2.22539 0.25951
H 5.78181 3.25064 1.67505
H 3.79724 5.51608 0.79302
H 3.93131 4.85947 2.42287
H 2.36989 4.85056 1.59781
H 3.51023 4.10867 -1.15122
H 2.04529 3.37359 -0.50683
H 3.38609 2.35396 -1.05918
H 4.39986 2.88132 3.46232
H 3.45890 1.27612 5.01483
H 1.88506 1.32969 0.35852
H 1.45343 -5.44455 3.60645
H -0.19026 -7.14878 2.88052
H -2.24102 -6.49252 1.69991
H -2.67137 -4.10064 1.14507
C -4.14565 0.55197 1.24449
N -2.96915 -0.31445 1.48234
C -2.73897 -0.64198 2.69431
C -1.57652 -1.42937 3.03240
C -1.00127 -1.48261 4.23918
C 0.41542 -1.95367 4.44727
C 1.03669 -2.56506 3.16778
N -0.88589 -2.04239 1.88842
C -3.80564 1.79566 0.47107
C -4.26606 1.97939 -0.82427
C -3.94117 3.13181 -1.52622
C -3.15086 4.10359 -0.93437
C -2.69512 3.93066 0.36701
C -3.02540 2.78246 1.06674
H -4.55044 0.82347 2.22229
H -4.89647 -0.03916 0.71895
H -3.37687 -0.28510 3.49966
H -1.52387 -1.11019 5.11174
H 0.53689 -2.56098 5.34521
H 2.11557 -2.64305 3.26768
H -4.89098 1.22319 -1.28513
H -4.30506 3.26706 -2.53613
H -2.89598 5.00145 -1.48167
H -2.09422 4.69714 0.83848
H -2.67483 2.65346 2.08548
C -2.71974 -0.12249 -5.27796
Si -0.99119 -0.80743 -5.41765
C 0.16526 0.46434 -6.15109
C -0.98781 -2.36372 -6.45251
C -0.25949 -1.28288 -3.72722
C 0.96596 -1.94389 -3.68607
C 1.58145 -2.30247 -2.48911
C 0.94741 -1.99755 -1.30586
N -0.23026 -1.37089 -1.32337
C -0.81844 -1.00996 -2.48084
S -2.26845 -0.15591 -1.99098
H -3.07124 0.11610 -6.28517
H -2.75800 0.79249 -4.68549
H -3.41557 -0.84055 -4.84161
H -0.18390 0.78366 -7.13519
H 1.17370 0.06308 -6.27271
H 0.23204 1.34940 -5.51521
H -1.38465 -2.15322 -7.44803
H -1.60886 -3.14078 -6.00305
H 0.01719 -2.76983 -6.58250
H 1.47134 -2.18614 -4.61486
H 2.53551 -2.80870 -2.47500
H 1.36305 -2.24766 -0.34032
```

=====

Entry 2:
The following is a DFT calculation (ωB97M-V with the def2-TZVPD basis set) of a molecular structure, C4H10HoO2 in a non-equilibrium geometry.

- ⟨S²⟩ = 8.753
- E_LUMO (spin up / spin down) (eV) = -9.06 / -10.59
- 2S+1 = 6
- max |F| (eV Å⁻¹) = 4.37
- gap between HOMO and LUMO (spin up / spin down) (eV) = 7.03 / 8.63
- charge = +2

Geometry as XYZ:
```
17
C4H10HoO2 ωB97M-V with the def2-TZVPD basis set
H 0.49108 -2.41486 -2.61876
C 2.13304 -2.58265 0.13793
O 1.95528 -1.22927 -0.25445
C 0.89104 -0.91898 -1.14367
C 1.13961 -1.53760 -2.49736
H 2.27183 -2.56897 1.22304
H 1.24434 -3.16132 -0.14752
H 3.01400 -3.02773 -0.34144
H -0.07430 -1.08978 -0.63668
H 2.18021 -1.86504 -2.61490
H 0.96610 -0.78653 -3.27826
H -0.71623 0.22003 -1.77904
C -0.05971 1.28569 -1.50522
O 1.09349 0.64384 -1.06358
Ho 2.65190 0.84347 0.74284
H -0.36462 2.07034 -0.80576
H 0.15700 1.74217 -2.47943
```

=====

Entry 3:
The following is a DFT calculation (ωB97M-V with the def2-TZVPD basis set) of 2 unconnected molecules or ions with the total composition C29H36BN4O3 in a non-equilibrium geometry.

- E_LUMO (eV) = -5.12
- 2S+1 = 1
- max |F| (eV Å⁻¹) = 4.15
- gap between HOMO and LUMO (eV) = 6.10
- charge = +1

Geometry as XYZ:
```
73
C29H36BN4O3 ωB97M-V with the def2-TZVPD basis set
C 0.84547 -6.34853 3.80426
C 1.61520 -5.33764 3.00417
N 1.67550 -4.06963 3.47225
B 0.87542 -3.66643 4.80437
H 0.71120 -2.43009 5.06036
C 2.49346 -3.18840 2.85609
C 2.72481 -1.84182 3.45974
C 3.16140 -3.51376 1.68420
C 3.04191 -4.78802 1.13381
C 2.26399 -5.71763 1.83252
H 0.87209 -7.30436 3.27621
H 1.25859 -6.50530 4.81241
H -0.20165 -6.05272 3.93671
H -0.26694 -4.06496 4.77289
H 1.46820 -4.12154 5.75872
H 3.54828 -1.36376 2.92124
H 1.84621 -1.19135 3.39249
H 3.01081 -1.91212 4.51253
H 3.78411 -2.73383 1.24940
H 3.54138 -5.04448 0.20008
H 2.14824 -6.75307 1.51105
C -4.52621 2.24414 10.43998
N -4.18677 1.04969 9.70086
C -5.15231 0.16537 9.29506
O -6.34595 0.23088 9.57744
C -4.46945 -0.88763 8.41881
C -5.11623 -1.01762 7.03765
C -6.46908 -1.68924 7.10386
C -7.56969 -1.10646 6.47014
C -8.84411 -1.64640 6.65494
C -9.01374 -2.78281 7.45942
C -7.90326 -3.40505 8.03452
C -6.62521 -2.88279 7.82578
N -3.07979 -0.42061 8.40290
C -2.12673 -1.10152 7.73223
C -0.84913 -0.59196 7.51731
C 0.29985 -1.26113 7.10479
C 1.57364 -0.59665 7.05466
C 2.75744 -1.33248 6.74401
C 3.98784 -0.72420 6.58709
C 4.10296 0.66770 6.78875
N 5.26820 1.36813 6.37586
O 5.32495 2.60320 6.58590
O 6.18539 0.73851 5.79615
C 2.98733 1.41576 7.20796
C 1.74972 0.80604 7.33228
C -2.90534 0.89847 9.02117
C -2.75088 1.99821 7.95073
C -1.78714 0.97428 10.07752
H -5.54952 2.13725 10.80464
H -3.84153 2.37528 11.28530
H -4.45199 3.13898 9.80764
H -4.50759 -1.85526 8.95372
H -5.22446 -0.00599 6.61187
H -4.44609 -1.58986 6.37816
H -7.41369 -0.21269 5.85676
H -9.70466 -1.17302 6.17865
H -10.01788 -3.17079 7.64644
H -8.01846 -4.29830 8.65933
H -5.74011 -3.36751 8.24473
H -2.42985 -2.09380 7.37754
H -0.74656 0.47230 7.72715
H 0.27651 -2.34967 7.01476
H 2.66965 -2.41226 6.59999
H 4.88108 -1.27241 6.29418
H 3.12055 2.47654 7.40121
H 0.92098 1.42801 7.66936
H -3.70512 2.13359 7.42306
H -2.46184 2.93848 8.43967
H -1.99049 1.74397 7.20720
H -2.10908 0.45653 10.98952
H -0.85734 0.51733 9.73014
H -1.58598 2.02672 10.32042
```

=====

Entry 4:
The following is a DFT calculation (ωB97M-V with the def2-TZVPD basis set) of a molecular structure, C5H7O3Y in a non-equilibrium geometry.

- ⟨S²⟩ = 0.772
- E_LUMO (spin up / spin down) (eV) = -6.04 / -6.15
- 2S+1 = 2
- max |F| (eV Å⁻¹) = 5.61
- gap between HOMO and LUMO (spin up / spin down) (eV) = 4.35 / 6.01
- charge = +1

Geometry as XYZ:
```
16
C5H7O3Y ωB97M-V with the def2-TZVPD basis set
C 1.24951 -0.68973 1.13128
H 0.46860 0.11906 2.41273
H 2.23803 -1.12466 0.93129
C 1.19180 0.66833 1.58581
H 2.02456 1.10570 2.16248
C 0.55185 -2.24610 -0.95185
C 0.14422 -1.48418 0.11661
O -0.44536 0.93682 -1.32300
C -1.62269 1.43873 -1.46970
O -2.55157 1.04428 -2.13127
O -1.79851 2.33469 -0.42695
H 0.08835 -3.21314 -1.14681
H 1.28833 -1.82299 -1.63988
H -0.66378 -1.92669 0.71434
H -2.71024 2.37268 -0.11255
Y 0.54694 2.48719 0.14747
```

=====

Entry 5:
The following is a DFT calculation (ωB97M-V with the def2-TZVPD basis set) of a molecular structure, C53H70BN11OSbTi in a non-equilibrium geometry.

- ⟨S²⟩ = 0.759
- E_LUMO (spin up / spin down) (eV) = -0.25 / -0.25
- 2S+1 = 2
- max |F| (eV Å⁻¹) = 1.50
- gap between HOMO and LUMO (spin up / spin down) (eV) = 5.95 / 6.65

Geometry as XYZ:
```
138
C53H70BN11OSbTi ωB97M-V with the def2-TZVPD basis set
Ti -0.84434 0.98551 -0.99430
C 2.00629 -1.97560 4.11253
N 1.59015 -0.70335 3.54897
C 1.50692 -0.32822 2.26861
N 1.19827 0.95262 2.19151
C 1.08808 1.31212 3.49673
N 1.32251 0.34593 4.35272
C 3.19756 -2.51170 3.36565
C 3.28889 -3.84613 2.99611
C 4.39875 -4.30405 2.29390
C 5.39477 -3.42546 1.90773
C 5.28529 -2.07806 2.24468
C 4.20806 -1.63623 2.99941
C 6.20315 -1.09559 1.67318
N 7.25834 -1.26951 0.94997
N 7.59588 -0.01575 0.44560
C 6.72796 0.81466 0.92192
O 5.83554 0.21254 1.74500
C 6.49028 2.20823 0.54479
C 7.43575 2.90568 -0.20337
C 7.14004 4.17662 -0.66075
C 5.89650 4.74441 -0.40761
C 4.94955 4.05497 0.33750
C 3.57006 4.63029 0.56522
N 2.54118 3.94135 -0.21000
C 1.60986 3.07851 0.19517
N 0.90480 2.65190 -0.84478
C 1.50216 3.28250 -1.89503
N 2.49690 4.06479 -1.55479
C 5.26021 2.79492 0.83076
H 1.17940 -2.68828 4.10059
H 2.25915 -1.75350 5.14980
H 1.68848 -0.99704 1.44230
H 0.83770 2.30715 3.82161
H 2.49223 -4.53145 3.25828
H 4.46092 -5.34513 2.00843
H 6.23294 -3.75407 1.31036
H 4.13278 -0.58797 3.25999
H 8.38067 2.43249 -0.43020
H 7.87503 4.72667 -1.23207
H 5.66372 5.72877 -0.79244
H 3.53961 5.67765 0.26770
H 3.27963 4.55135 1.61367
H 1.44800 2.78481 1.22181
H 1.20213 3.15611 -2.92125
H 4.53825 2.25542 1.43084
C -0.10554 4.85252 -5.14856
Sb -1.20866 3.08558 -4.50082
C -2.95265 3.59925 -5.66199
C -1.97412 4.11398 -2.77283
H -0.80083 5.62968 -5.46124
H 0.54887 4.61020 -5.98471
H 0.50749 5.23941 -4.33416
H -3.01595 4.68320 -5.73191
H -3.84190 3.20998 -5.17098
H -2.89154 3.17505 -6.66235
H -2.42778 5.05250 -3.08812
H -1.17588 4.32841 -2.06140
H -2.71541 3.47289 -2.29700
C -3.80662 -1.00141 -1.94818
C -2.84576 -0.29825 -2.91254
C -3.68432 0.39600 -3.99504
C -1.94523 -1.34537 -3.57994
N -2.03297 0.65312 -2.19181
H -4.53314 -1.60688 -2.49660
H -4.33857 -0.25704 -1.35237
H -3.25521 -1.65118 -1.26517
H -4.35190 -0.31468 -4.48616
H -3.04444 0.83456 -4.76092
H -4.29005 1.18615 -3.54747
H -1.35688 -1.86715 -2.81945
H -1.25975 -0.86119 -4.27982
H -2.53802 -2.07923 -4.13145
C -2.19897 3.00299 3.44531
C -2.18965 2.20568 2.14161
C -1.88174 3.12027 0.95605
C -3.49374 1.46774 1.92744
C -4.68819 2.17576 1.99578
C -5.90677 1.53025 1.90164
C -5.93521 0.15676 1.74099
C -4.76547 -0.58572 1.62505
C -4.88024 -2.08576 1.41477
C -5.25173 -2.79004 2.72432
C -5.91051 -2.45099 0.34054
C -3.53186 0.08522 1.70613
N -2.31986 -0.64381 1.53997
B -1.37917 -0.59844 0.41167
N -0.57904 -1.80983 0.68215
C -0.95909 -2.37262 1.90994
C -1.98772 -1.67646 2.41263
C 0.33501 -2.53892 -0.12141
C 0.10454 -3.92144 -0.28946
C 1.09857 -4.71288 -0.84769
C 2.28021 -4.15988 -1.30569
C 2.42949 -2.78709 -1.27849
C 1.46430 -1.95309 -0.71780
C 1.66012 -0.45595 -0.90616
C 1.34017 -0.08743 -2.37371
C 3.06330 -0.00063 -0.53152
C -1.25735 -4.55262 -0.03504
C -1.87933 -4.96225 -1.37522
C -1.19707 -5.74848 0.91471
H -1.20971 3.41950 3.63823
H -2.46925 2.36583 4.28772
H -2.90806 3.83133 3.40802
H -1.39253 1.46521 2.20896
H -2.68268 3.84146 0.78246
H -1.80053 2.53823 0.02228
H -0.94841 3.66501 1.10771
H -4.66320 3.24819 2.14415
H -6.82994 2.09160 1.95785
H -6.89002 -0.34915 1.68353
H -3.91084 -2.46215 1.08602
H -6.21143 -2.42172 3.09089
H -4.51325 -2.62071 3.50677
H -5.33962 -3.86666 2.56771
H -6.92942 -2.34818 0.71735
H -5.77868 -3.49046 0.03628
H -5.81003 -1.82258 -0.54079
H -0.44584 -3.22097 2.33112
H -2.50505 -1.82326 3.34514
H 0.93117 -5.77700 -0.95434
H 3.05800 -4.78452 -1.72312
H 3.31322 -2.35254 -1.72605
H 0.97183 0.07938 -0.23331
H 1.59426 -0.92141 -3.02689
H 1.91732 0.78218 -2.68901
H 0.27124 0.12204 -2.54632
H 3.81596 -0.39556 -1.21593
H 3.30805 -0.32306 0.47811
H 3.13568 1.08543 -0.57414
H -1.91663 -3.80607 0.40493
H -1.29444 -5.74695 -1.85811
H -1.92967 -4.11200 -2.05572
H -2.89217 -5.33869 -1.22255
H -0.60523 -6.56176 0.49198
H -2.20051 -6.13331 1.10207
H -0.75587 -5.47798 1.87506
```

=====

Entry 6:
The following is a DFT calculation (ωB97M-V with the def2-TZVPD basis set) of a molecular structure, C50H42I2MnN5O2P2.

- ⟨S²⟩ = 0.865
- E_LUMO (spin up / spin down) (eV) = -2.41 / -2.37
- 2S+1 = 2
- max |F| (eV Å⁻¹) = 0.34
- gap between HOMO and LUMO (spin up / spin down) (eV) = 7.19 / 7.27
- charge = +1

Geometry as XYZ:
```
104
C50H42I2MnN5O2P2 ωB97M-V with the def2-TZVPD basis set
Mn -0.23453 -0.37086 0.42796
I -4.41158 -3.29255 0.62359
C -3.08060 -2.75603 2.12040
C -3.36002 -3.09302 3.45939
C -2.56296 -2.67364 4.48889
I -3.07678 -3.19529 6.44004
C -1.42973 -1.86352 4.22089
C -0.54249 -1.34458 5.18676
C 0.50062 -0.55373 4.79280
C 0.64652 -0.23681 3.43530
N -0.16811 -0.68574 2.50577
C -1.17299 -1.52583 2.87744
C -1.97836 -1.99285 1.79415
O -1.63336 -1.65023 0.57860
H -4.23674 -3.69166 3.66788
H -0.69664 -1.57816 6.23179
H 1.19954 -0.14823 5.51079
H 1.45177 0.41116 3.11235
O -1.25032 1.99795 -1.88338
C -0.84586 1.68261 -3.16262
C -0.87744 2.64040 -4.16690
C -0.44058 2.30056 -5.43425
C 0.03527 1.01801 -5.68898
C 0.09759 0.09035 -4.66619
C -0.34181 0.40945 -3.37787
P -0.15643 -0.79004 -2.00387
C 1.51283 -1.39767 -2.48253
C 1.79254 -2.69519 -2.88871
C 3.08162 -3.04838 -3.27818
C 4.09441 -2.10441 -3.28177
C 3.82023 -0.80053 -2.88143
C 2.54335 -0.45349 -2.47556
C -1.26972 -2.14775 -2.47973
C -2.24049 -1.99983 -3.46515
C -3.06804 -3.06511 -3.79790
C -2.91928 -4.28683 -3.16267
C -1.95980 -4.43796 -2.16969
C -1.15411 -3.37031 -1.81641
C -2.59066 2.11133 -1.59081
C -3.59176 2.27732 -2.53361
C -4.88834 2.50467 -2.09196
C -5.17200 2.58535 -0.73746
C -4.16278 2.37606 0.19023
C -2.86431 2.09535 -0.22445
P -1.49245 1.63948 0.88026
C -0.46334 3.14373 0.95521
C -0.82131 4.30759 0.28042
C 0.00442 5.42243 0.31529
C 1.19605 5.38953 1.02321
C 1.56155 4.23385 1.69938
C 0.73919 3.11975 1.65837
C -2.33471 1.51675 2.49334
C -3.39716 0.61262 2.58932
C -4.05591 0.42710 3.79238
C -3.64860 1.12720 4.92206
C -2.59621 2.02437 4.83466
C -1.94545 2.22719 3.62193
H -1.24073 3.63500 -3.94418
H -0.46583 3.03835 -6.22522
H 0.37409 0.75119 -6.68078
H 0.50081 -0.89559 -4.86167
H 1.00721 -3.43839 -2.92662
H 3.28218 -4.06211 -3.60017
H 5.09090 -2.37543 -3.60627
H 4.60057 -0.05053 -2.90540
H 2.33645 0.57082 -2.18159
H -2.35699 -1.05602 -3.98136
H -3.82355 -2.93752 -4.56204
H -3.55541 -5.11993 -3.43214
H -1.85583 -5.38382 -1.65438
H -0.43440 -3.48512 -1.01495
H -3.37204 2.24272 -3.59023
H -5.67731 2.63761 -2.82051
H -6.17794 2.79580 -0.40170
H -4.39511 2.41536 1.24486
H -1.75217 4.35575 -0.26936
H -0.28934 6.32053 -0.21208
H 1.83722 6.26067 1.04944
H 2.48924 4.19840 2.25583
H 1.03669 2.22406 2.18458
H -3.72414 0.06622 1.71168
H -4.88421 -0.26734 3.84932
H -4.15738 0.97660 5.86543
H -2.28401 2.58214 5.70813
H -1.13971 2.94819 3.56435
C 6.13409 0.38983 -0.14277
C 6.14869 -0.83158 0.76911
C 6.04750 -2.13278 -0.02058
C 5.07162 -0.73221 1.84825
N 3.70688 -0.78576 1.31198
C 2.93987 -1.84161 1.00181
N 1.81294 -1.39269 0.51707
N 1.90675 -0.05319 0.55300
N 3.02754 0.32930 1.03457
H 6.92042 0.31285 -0.89372
H 6.29173 1.31134 0.41926
H 5.18092 0.47521 -0.66835
H 7.09064 -0.84077 1.32595
H 5.16681 -2.14061 -0.66757
H 6.00853 -3.00544 0.63604
H 6.91799 -2.24877 -0.66580
H 5.13725 0.21393 2.38260
H 5.15534 -1.54545 2.56888
H 3.22149 -2.87113 1.13854
```

=====

Entry 7:
The following is a DFT calculation (ωB97M-V with the def2-TZVPD basis set) of 2 unconnected molecules or ions with the total composition C2H8N2O2 in a non-equilibrium geometry.

- E_LUMO (eV) = 0.98
- 2S+1 = 1
- max |F| (eV Å⁻¹) = 2.70
- gap between HOMO and LUMO (eV) = 10.34

Geometry as XYZ:
```
14
C2H8N2O2 ωB97M-V with the def2-TZVPD basis set
N 2.31249 0.59125 0.56125
C 1.81528 0.40307 -0.68355
O 1.08376 -0.51357 -0.99114
H 1.81851 0.37421 1.41102
H 2.93474 1.37094 0.69533
H 1.76212 1.29213 -1.34555
N -1.69104 -0.46619 -0.89365
C -1.43741 -0.62178 0.51375
O -0.91042 0.57918 1.11694
H -0.79563 -0.61907 -1.37228
H -2.33208 -1.12908 -1.30539
H -0.77106 -1.47090 0.65672
H -2.33457 -0.94539 1.07136
H -1.45468 1.15519 0.56517
```

=====

- Which of these has the highest 2S+1?
  C4H10HoO2